Record 1
A cluster of 13 separate species, C32H93N3O23 in total, computed with ωB97M-V/def2-TZVPD.

CARTESIAN COORDINATES (ANGSTROEM)
C: 3.48 -1.10 0.55
C: 3.52 -1.38 -0.94
C: 4.64 -2.34 -1.43
O: 5.86 -1.71 -1.12
C: 6.96 -2.61 -1.09
N: 2.21 -1.94 -1.37
H: 2.56 -0.82 1.06
H: 4.24 -0.33 0.71
H: 3.75 -1.98 1.14
H: 3.55 -0.43 -1.48
H: 4.48 -2.57 -2.48
H: 4.51 -3.30 -0.93
H: 6.76 -3.49 -0.48
H: 7.76 -2.01 -0.66
H: 7.27 -2.85 -2.11
H: 1.96 -2.65 -0.70
H: 1.49 -1.32 -1.02
C: 3.51 3.13 -5.36
C: 3.83 3.49 -3.93
C: 3.19 2.59 -2.75
O: 1.77 2.51 -2.96
C: 1.05 1.82 -1.87
N: 5.26 3.51 -3.83
H: 3.72 3.97 -6.02
H: 2.46 2.89 -5.50
H: 4.08 2.29 -5.77
H: 3.46 4.51 -3.85
H: 3.35 3.14 -1.82
H: 3.57 1.57 -2.67
H: 1.31 2.15 -0.87
H: 1.31 0.76 -1.91
H: -0.04 1.83 -1.98
H: 5.52 4.28 -4.43
H: 5.46 3.89 -2.91
C: -4.41 1.67 -5.44
C: -3.54 2.05 -4.25
C: -3.55 1.13 -3.00
O: -2.70 0.04 -3.08
C: -2.98 -1.00 -2.09
N: -2.20 2.19 -4.75
H: -4.14 0.65 -5.74
H: -4.38 2.32 -6.31
H: -5.43 1.49 -5.12
H: -3.97 3.04 -4.10
H: -4.60 0.86 -2.89
H: -3.32 1.63 -2.06
H: -2.95 -0.74 -1.03
H: -2.09 -1.61 -2.23
H: -3.85 -1.61 -2.31
H: -1.67 2.54 -3.96
H: -2.02 1.19 -4.79
C: -0.53 -3.10 4.44
C: 0.95 -3.64 4.40
O: 1.86 -2.85 3.67
O: -0.67 -1.80 5.01
H: -1.12 -3.86 4.94
H: -0.88 -2.89 3.43
H: 0.95 -4.57 3.81
H: 1.24 -3.76 5.44
H: 2.59 -2.67 4.25
H: -0.06 -1.21 4.57
C: 2.86 2.53 1.96
C: 4.31 2.82 2.26
O: 5.05 1.63 2.09
O: 1.99 3.64 2.34
H: 2.39 1.65 2.39
H: 2.74 2.33 0.90
H: 4.44 3.25 3.26
H: 4.66 3.58 1.56
H: 5.44 1.65 1.21
H: 1.08 3.36 2.23
C: 1.17 0.03 -4.86
C: 0.44 -1.16 -4.24
O: 1.33 -2.24 -3.98
O: 1.15 -0.19 -6.27
H: 2.13 0.21 -4.38
H: 0.66 0.99 -4.77
H: -0.38 -1.46 -4.90
H: -0.07 -0.90 -3.31
H: 1.83 -2.04 -3.18
H: 1.59 -1.02 -6.45
C: -4.97 3.41 1.42
C: -4.58 3.93 -0.03
O: -3.21 4.42 0.01
O: -5.25 4.46 2.30
H: -4.10 2.88 1.80
H: -5.77 2.67 1.38
H: -5.33 4.63 -0.38
H: -4.69 3.16 -0.79
H: -3.15 5.04 -0.71
H: -4.41 4.73 2.69
C: -5.15 -0.41 0.86
C: -6.66 -0.42 0.82
O: -7.08 -0.61 -0.49
O: -4.64 -0.31 2.21
H: -4.91 0.48 0.28
H: -4.69 -1.26 0.35
H: -7.06 0.52 1.21
H: -7.00 -1.17 1.53
H: -7.92 -1.07 -0.49
H: -3.84 0.21 2.09
C: 2.31 0.58 4.74
C: 2.79 -0.07 6.03
O: 3.26 0.99 6.88
O: 0.93 0.67 4.68
H: 2.68 -0.02 3.91
H: 2.72 1.57 4.56
H: 3.69 -0.69 5.92
H: 2.10 -0.74 6.54
H: 3.51 0.67 7.75
H: 0.78 1.39 5.29
C: -1.43 3.12 3.32
C: -1.78 4.33 4.23
O: -2.92 5.06 3.77
O: -1.13 3.57 1.95
H: -2.18 2.34 3.27
H: -0.51 2.68 3.69
H: -0.94 5.02 4.31
H: -1.95 4.03 5.26
H: -2.95 5.97 4.10
H: -1.93 4.04 1.71
C: -2.55 -4.60 0.48
C: -3.73 -4.58 -0.50
O: -3.41 -5.06 -1.79
O: -1.63 -3.61 0.10
H: -2.10 -5.59 0.38
H: -2.78 -4.43 1.53
H: -4.18 -3.59 -0.59
H: -4.50 -5.18 -0.03
H: -2.68 -4.56 -2.17
H: -0.93 -4.03 -0.40
C: 2.09 -4.94 0.60
C: 1.68 -5.42 -0.82
O: 0.28 -5.57 -0.88
O: 1.65 -3.65 0.91
H: 3.18 -4.93 0.67
H: 1.65 -5.62 1.32
H: 1.91 -6.48 -0.95
H: 2.12 -4.85 -1.64
H: 0.10 -5.96 -1.74
H: 1.65 -3.57 1.86
C: -0.25 -0.43 0.92
C: -1.47 -0.31 1.79
O: -2.24 0.85 1.45
O: -0.48 -0.98 -0.36
H: 0.37 -1.13 1.48
H: 0.32 0.50 0.86
H: -1.15 -0.30 2.84
H: -2.15 -1.15 1.66
H: -1.67 1.62 1.40
H: -0.87 -1.85 -0.21

Output
M = 888.09 u
gap between HOMO and LUMO = 8.96 eV
DFT total energy = -86246.3293 eV
total charge = 0
maximum force = 2.385 eV/Å
LUMO level = 0.1 eV

Atom charges from the Mulliken analysis, given in e for atoms 1 to 5: atom 1 (C): -0.614, atom 2 (C): 2.151, atom 3 (C): -1.076, atom 4 (O): -0.282, atom 5 (C): -0.816

---

Record 2
A cluster of 12 separate species, C32H93N5O12 in total, computed with ωB97M-V/def2-TZVPD.

CARTESIAN COORDINATES (ANGSTROEM)
C: 6.31 4.08 -0.73
O: 5.09 3.44 -0.47
C: 4.24 4.02 0.58
C: 3.01 3.09 0.75
C: 2.30 2.78 -0.61
N: 2.03 3.67 1.71
H: 6.92 4.41 0.11
H: 5.99 4.97 -1.28
H: 6.95 3.42 -1.32
H: 4.76 3.91 1.53
H: 4.05 5.08 0.44
H: 3.27 2.18 1.29
H: 2.07 3.68 -1.17
H: 1.32 2.35 -0.36
H: 2.93 2.10 -1.19
H: 2.41 3.53 2.64
H: 1.24 3.04 1.66
C: -1.24 -1.33 -5.58
O: -0.06 -1.82 -6.17
C: 0.76 -0.85 -6.87
C: 2.04 -1.50 -7.44
C: 3.03 -0.54 -8.21
N: 1.65 -2.43 -8.40
H: -2.07 -1.36 -6.29
H: -1.23 -0.28 -5.29
H: -1.58 -1.88 -4.70
H: 0.19 -0.43 -7.69
H: 0.96 0.07 -6.32
H: 2.67 -2.02 -6.72
H: 3.99 -1.06 -8.31
H: 3.05 0.46 -7.77
H: 2.77 -0.35 -9.25
H: 0.92 -3.00 -7.98
H: 1.21 -1.88 -9.13
C: -5.81 0.41 -2.14
O: -6.17 1.65 -1.50
C: -5.54 1.67 -0.21
C: -6.62 2.30 0.69
C: -6.97 3.71 0.42
N: -6.07 2.27 2.03
H: -4.72 0.39 -2.13
H: -6.21 0.23 -3.13
H: -6.18 -0.45 -1.56
H: -5.34 0.67 0.17
H: -4.59 2.20 -0.23
H: -7.51 1.68 0.64
H: -7.19 3.83 -0.64
H: -6.21 4.48 0.56
H: -7.95 3.93 0.85
H: -5.75 1.34 2.27
H: -6.75 2.66 2.67
C: 5.57 -4.78 -2.25
O: 4.54 -3.85 -2.45
C: 4.92 -2.55 -2.93
C: 3.72 -1.64 -3.25
C: 2.98 -1.13 -2.02
N: 2.72 -2.33 -4.10
H: 6.34 -4.45 -1.55
H: 6.04 -4.99 -3.21
H: 5.18 -5.69 -1.80
H: 5.59 -2.06 -2.22
H: 5.47 -2.63 -3.86
H: 4.08 -0.84 -3.90
H: 3.68 -0.57 -1.39
H: 2.66 -2.05 -1.53
H: 2.15 -0.45 -2.20
H: 2.98 -2.68 -5.01
H: 2.47 -3.10 -3.50
C: 4.89 2.21 7.64
O: 3.76 1.96 6.87
C: 3.97 1.48 5.60
C: 2.54 1.49 4.89
C: 2.42 0.63 3.65
N: 2.10 2.92 4.67
H: 5.80 1.89 7.12
H: 4.84 1.68 8.59
H: 4.92 3.26 7.93
H: 4.65 1.92 4.87
H: 4.29 0.45 5.53
H: 1.84 1.02 5.58
H: 2.38 -0.44 3.85
H: 3.40 0.73 3.18
H: 1.60 0.86 2.97
H: 2.36 3.34 5.55
H: 1.10 3.06 4.63
C: -0.65 3.27 -2.85
C: -2.03 2.56 -3.07
O: -3.00 3.31 -2.55
H: -0.36 3.35 -1.80
H: -0.72 4.28 -3.26
H: 0.23 2.88 -3.37
H: -2.08 1.50 -2.81
H: -2.08 2.55 -4.16
H: -2.91 3.32 -1.59
C: -1.36 4.27 2.38
C: -2.42 3.24 2.77
O: -3.18 3.00 1.64
H: -0.86 4.05 1.44
H: -0.58 4.48 3.11
H: -1.88 5.23 2.28
H: -3.10 3.65 3.52
H: -2.02 2.26 3.02
H: -4.06 2.78 1.96
C: -0.27 -1.46 5.11
C: -0.73 -2.75 5.85
O: 0.30 -3.29 6.64
H: -0.15 -0.83 6.00
H: -0.96 -0.93 4.46
H: 0.70 -1.57 4.62
H: -1.15 -3.39 5.08
H: -1.49 -2.56 6.60
H: -0.04 -3.45 7.53
C: -1.60 -4.82 0.78
C: -1.50 -4.53 2.30
O: -1.46 -5.66 3.08
H: -0.57 -5.05 0.49
H: -1.99 -3.94 0.26
H: -2.25 -5.63 0.45
H: -2.36 -3.92 2.59
H: -0.65 -3.93 2.62
H: -0.80 -6.31 2.84
C: -5.97 -1.93 1.98
C: -7.32 -1.30 2.26
O: -7.42 -0.73 3.45
H: -5.66 -2.52 2.84
H: -5.25 -1.18 1.66
H: -5.88 -2.74 1.25
H: -8.08 -2.06 2.14
H: -7.45 -0.52 1.52
H: -8.21 -1.08 3.87
C: 1.77 -5.83 -2.05
O: 2.17 -7.00 -1.28
H: 2.62 -5.54 -2.66
H: 1.02 -6.08 -2.81
H: 1.49 -5.08 -1.31
H: 2.86 -6.69 -0.69
C: -1.00 -0.04 0.29
O: -0.22 -0.14 -0.93
H: -1.19 -0.99 0.77
H: -0.29 0.48 0.93
H: -1.81 0.68 0.14
H: -0.47 -0.87 -1.50

Output
M = 740.12 u
gap between HOMO and LUMO = 9.08 eV
DFT total energy = -66703.4946 eV
total charge = 0
maximum force = 4.320 eV/Å
LUMO level = 0.3 eV

Atom charges from the Mulliken analysis, given in e for atoms 1 to 5: atom 1 (C): -0.855, atom 2 (O): -0.217, atom 3 (C): -0.980, atom 4 (C): 1.005, atom 5 (C): -1.056

---

Record 3
A cluster of 11 separate species, C32H94Br2O40P10 in total, computed with ωB97M-V/def2-TZVPD.

CARTESIAN COORDINATES (ANGSTROEM)
C: -1.88 7.04 5.93
O: -1.69 6.04 4.93
P: -0.90 6.44 3.55
O: 0.39 7.16 3.87
O: -0.76 5.03 2.82
C: 0.33 4.25 3.24
O: -1.89 7.22 2.60
C: -3.23 6.83 2.40
H: -2.02 8.03 5.50
H: -1.04 7.13 6.63
H: -2.78 6.91 6.53
H: 0.75 3.69 2.40
H: -0.01 3.45 3.90
H: 1.15 4.70 3.81
H: -3.45 6.47 1.40
H: -3.97 7.58 2.69
H: -3.41 5.95 3.02
C: 1.32 5.76 0.24
O: 1.23 6.44 -0.99
P: 0.87 8.05 -1.14
O: -0.13 8.54 -0.13
O: 0.47 8.33 -2.69
C: -0.76 9.00 -2.97
O: 2.34 8.72 -0.93
C: 3.38 8.36 -1.80
H: 0.59 4.95 0.24
H: 1.16 6.41 1.10
H: 2.31 5.31 0.30
H: -0.43 9.74 -3.71
H: -1.25 9.69 -2.29
H: -1.38 8.21 -3.39
H: 4.21 8.09 -1.14
H: 3.74 9.21 -2.38
H: 3.13 7.54 -2.47
C: -5.34 -4.00 -5.49
O: -4.74 -2.78 -5.64
P: -3.22 -2.54 -6.11
O: -3.02 -2.79 -7.55
O: -2.29 -3.41 -5.04
C: -0.98 -3.02 -4.84
O: -2.98 -0.96 -5.74
C: -3.33 -0.49 -4.49
H: -5.99 -4.00 -4.62
H: -4.54 -4.75 -5.43
H: -5.91 -4.20 -6.40
H: -0.48 -2.59 -5.72
H: -0.35 -3.86 -4.53
H: -0.90 -2.27 -4.06
H: -2.51 0.12 -4.12
H: -3.68 -1.26 -3.80
H: -4.13 0.25 -4.53
C: -0.46 -5.61 1.66
O: -0.23 -4.82 2.84
P: 1.30 -4.21 3.15
O: 1.75 -3.14 2.20
O: 1.19 -3.74 4.66
C: 0.50 -2.47 4.89
O: 2.21 -5.58 3.27
C: 2.80 -6.19 2.12
H: -0.40 -6.67 1.90
H: 0.21 -5.23 0.90
H: -1.47 -5.39 1.32
H: 0.16 -1.90 4.03
H: 1.24 -1.84 5.39
H: -0.37 -2.67 5.51
H: 2.33 -7.15 1.92
H: 3.85 -6.34 2.38
H: 2.75 -5.49 1.29
C: 6.28 1.59 3.95
O: 5.65 1.85 2.74
P: 4.10 2.31 2.81
O: 3.75 3.69 3.15
O: 3.59 1.88 1.29
C: 3.72 2.66 0.13
O: 3.44 1.14 3.83
C: 2.02 0.80 3.69
H: 6.19 0.59 4.36
H: 5.97 2.32 4.71
H: 7.34 1.78 3.77
H: 4.23 3.63 0.20
H: 2.74 2.71 -0.34
H: 4.28 2.11 -0.62
H: 1.50 1.31 2.89
H: 1.32 1.03 4.49
H: 1.90 -0.28 3.57
C: -2.13 0.66 3.70
O: -2.52 0.15 2.44
P: -4.09 -0.23 2.13
O: -5.02 0.92 1.90
O: -4.10 -1.20 0.79
C: -5.37 -1.46 0.19
O: -4.55 -1.19 3.38
C: -3.80 -2.33 3.85
H: -1.35 1.42 3.70
H: -1.70 -0.20 4.22
H: -2.98 1.00 4.29
H: -5.33 -2.49 -0.16
H: -5.57 -0.86 -0.70
H: -6.24 -1.39 0.86
H: -3.04 -2.15 4.61
H: -3.30 -2.91 3.08
H: -4.47 -3.04 4.33
C: -0.33 3.10 -3.06
O: -1.63 3.65 -3.00
P: -2.80 3.05 -1.94
O: -3.09 1.56 -2.05
O: -2.27 3.57 -0.48
C: -3.17 3.43 0.61
O: -4.07 4.02 -2.29
C: -5.35 3.67 -1.80
H: 0.31 3.88 -2.64
H: -0.04 2.73 -4.04
H: -0.23 2.17 -2.50
H: -2.47 3.32 1.44
H: -3.71 2.49 0.62
H: -3.79 4.32 0.77
H: -5.34 2.65 -1.42
H: -6.16 3.67 -2.52
H: -5.61 4.36 -1.00
C: 2.43 0.88 -3.36
O: 2.02 -0.36 -2.78
P: 2.85 -1.69 -3.16
O: 4.35 -1.56 -2.89
O: 2.03 -2.80 -2.31
C: 2.22 -3.11 -0.93
O: 2.52 -2.01 -4.72
C: 3.40 -1.57 -5.77
H: 2.44 1.75 -2.70
H: 1.83 1.12 -4.23
H: 3.45 0.80 -3.73
H: 2.86 -2.50 -0.29
H: 2.73 -4.07 -0.82
H: 1.28 -3.35 -0.45
H: 2.86 -1.11 -6.59
H: 3.95 -2.42 -6.19
H: 4.05 -0.75 -5.44
C: -0.47 -6.61 -3.02
O: -1.73 -7.27 -3.26
P: -3.09 -6.91 -2.48
O: -3.18 -7.65 -1.21
O: -3.04 -5.33 -2.31
C: -3.93 -4.67 -1.42
O: -4.24 -7.12 -3.61
C: -4.77 -8.45 -3.83
H: 0.00 -6.16 -3.90
H: 0.27 -7.33 -2.66
H: -0.54 -5.87 -2.23
H: -4.66 -5.31 -0.95
H: -4.37 -3.81 -1.93
H: -3.47 -4.24 -0.53
H: -5.84 -8.36 -3.65
H: -4.39 -9.26 -3.20
H: -4.67 -8.75 -4.87
C: 5.39 -1.13 0.54
O: 4.92 -1.87 1.63
P: 6.00 -2.63 2.44
O: 7.20 -1.78 2.77
O: 6.26 -3.94 1.53
C: 7.20 -4.86 1.89
O: 5.19 -3.12 3.73
C: 4.41 -2.24 4.53
H: 4.97 -1.56 -0.36
H: 6.46 -1.14 0.32
H: 5.12 -0.09 0.72
H: 6.67 -5.80 2.06
H: 7.70 -4.52 2.80
H: 8.00 -5.06 1.18
H: 5.00 -1.34 4.74
H: 4.15 -2.64 5.50
H: 3.48 -2.03 4.00
Br: 0.07 1.52 0.30
C: -0.17 -0.47 0.20
C: -1.17 -0.79 -0.92
Br: -1.41 -2.75 -1.04
H: -0.59 -0.88 1.12
H: 0.78 -0.96 -0.01
H: -0.72 -0.50 -1.87
H: -2.12 -0.30 -0.68

Output
M = 1588.61 u
gap between HOMO and LUMO = 10.47 eV
DFT total energy = -349600.5521 eV
total charge = 0
maximum force = 3.750 eV/Å
LUMO level = 0.2 eV

Atom charges from the Mulliken analysis, given in e for atoms 1 to 5: atom 1 (C): -0.777, atom 2 (O): -0.295, atom 3 (P): 0.394, atom 4 (O): -0.761, atom 5 (O): 0.584